# 1
Computed, not measured: a single CH7N2OPSi molecule at a distorted geometry, with ωB97M-V/def2-TZVPD.

Computed properties:
highest occupied orbital energy	-0.3550	Ha
energy relative to the best compared isomer or geometry (same formula, charge and spin)	10.1	kcal/mol
total charge	0
max |F|	3.84	eV Å⁻¹
spin multiplicity	1

```
13
Properties=species:S:1:pos:R:3:lowdin_charge:R:1
N -2.312 0.400 0.913 0.126
C -1.136 0.228 0.308 -0.742
O -0.549 1.166 -0.229 -0.076
N -0.571 -1.015 0.463 -0.270
P 0.965 -1.523 -0.257 0.641
Si 2.006 0.427 -0.679 0.324
H -2.930 -0.435 0.956 0.119
H -2.790 1.382 0.895 0.169
H -0.771 -1.471 1.359 0.082
H 0.526 -1.711 -1.681 -0.083
H 1.542 1.508 -1.706 -0.069
H 2.507 1.139 0.539 -0.119
H 3.513 -0.095 -0.879 -0.103
```



# 2
Computed, not measured: 2 unconnected molecules or ions with the total composition C2H7N3OP at a distorted geometry, with ωB97M-V/def2-TZVPD.

Computed properties:
highest occupied orbital energy	-0.5087	Ha
energy relative to the best compared isomer or geometry (same formula, charge and spin)	92.3	kcal/mol
total charge	+1
max |F|	5.79	eV Å⁻¹
spin multiplicity	1

```
14
Properties=species:S:1:pos:R:3:lowdin_charge:R:1
C -0.200 0.857 0.368 -0.123
C 2.098 0.512 0.428 -0.018
N -2.167 -0.729 -0.296 -0.413
N 0.818 0.164 0.049 -0.169
N 0.623 -1.099 -0.539 0.105
O -0.916 1.695 0.714 0.221
P -3.423 0.062 0.007 0.907
H 2.465 -0.050 1.371 0.151
H 2.718 0.118 -0.416 0.121
H 2.463 1.566 0.440 0.134
H -2.450 -1.672 -0.624 0.014
H 1.192 -1.346 -1.271 0.071
H -0.481 -1.363 -0.519 0.118
H -2.740 1.285 0.289 -0.119
```



# 3
Computed, not measured: a molecular structure, C41H19F15GeN5RuS3, with ωB97M-V/def2-TZVPD.

Computed properties:
highest occupied orbital energy (alpha / beta)	-0.2762 / -0.2732	Ha
energy relative to the best compared isomer or geometry (same formula, charge and spin)	5.7	kcal/mol
total charge	0
max |F|	0.66	eV Å⁻¹
<S²>	0.758
spin multiplicity	2

```
85
Properties=species:S:1:pos:R:3:lowdin_charge:R:1
Ru 1.677 -0.561 -0.266 0.726
N 0.127 -0.881 3.768 0.108
C 0.526 -1.109 2.500 -0.829
S 2.192 -0.767 2.082 0.614
N -0.355 -1.584 1.658 0.025
N 0.285 -1.825 0.470 -0.140
C 0.122 -2.967 -0.108 -0.176
C -0.924 -3.950 0.257 -0.179
C -0.974 -4.537 1.517 -0.018
C -1.974 -5.450 1.813 -0.066
C -2.930 -5.774 0.861 -0.074
C -2.885 -5.189 -0.396 -0.072
C -1.880 -4.283 -0.699 -0.058
C 1.203 -3.310 -1.048 -0.221
C 1.260 -4.491 -1.772 0.019
C 2.395 -4.764 -2.517 -0.034
C 3.447 -3.862 -2.513 -0.036
C 3.321 -2.702 -1.770 -0.102
N 2.232 -2.436 -1.055 -0.067
H 0.800 -0.589 4.453 0.091
H -0.787 -1.188 4.055 0.110
H -0.235 -4.272 2.262 0.116
H -2.011 -5.904 2.795 0.106
H -3.716 -6.478 1.101 0.106
H -3.637 -5.425 -1.137 0.110
H -1.847 -3.813 -1.677 0.126
H 0.428 -5.179 -1.741 0.118
H 2.457 -5.677 -3.094 0.115
H 4.350 -4.043 -3.077 0.111
H 4.097 -1.949 -1.751 0.116
C 4.680 0.570 0.728 -0.083
C 4.356 1.009 -0.663 -0.312
C 5.279 1.854 -1.326 -0.010
C 5.021 2.295 -2.581 0.006
C 3.828 1.902 -3.225 -0.156
C 3.513 2.337 -4.530 -0.041
C 2.342 1.942 -5.112 -0.073
C 1.457 1.105 -4.418 -0.099
C 1.735 0.658 -3.144 -0.562
S 0.625 -0.394 -2.316 0.723
C 2.944 1.059 -2.517 -0.229
N 3.229 0.619 -1.235 -0.037
H 5.693 0.869 0.992 0.081
H 4.596 -0.512 0.832 0.046
H 3.986 1.028 1.434 0.041
H 6.179 2.142 -0.802 0.113
H 5.713 2.948 -3.100 0.123
H 4.208 2.987 -5.045 0.112
H 2.087 2.275 -6.110 0.107
H 0.527 0.801 -4.880 0.107
F -3.744 2.192 2.326 0.100
C -2.755 2.243 3.233 -0.230
C -1.443 2.086 2.819 -0.123
C -0.472 2.193 3.797 -0.247
F 0.824 2.090 3.498 0.071
C -0.790 2.403 5.130 -0.144
F 0.173 2.473 6.055 0.118
C -2.113 2.532 5.508 -0.132
F -2.427 2.732 6.785 0.134
C -3.111 2.457 4.551 -0.138
F -4.389 2.593 4.909 0.126
Ge -1.107 1.876 0.882 0.708
S 0.943 1.691 0.219 0.294
C -1.780 3.636 0.268 -0.120
C -1.010 4.747 0.573 -0.230
F 0.122 4.595 1.276 0.073
C -1.361 6.032 0.204 -0.140
F -0.587 7.073 0.515 0.124
C -2.539 6.231 -0.492 -0.133
F -2.899 7.459 -0.858 0.133
C -3.350 5.152 -0.793 -0.139
F -4.498 5.349 -1.444 0.124
C -2.965 3.880 -0.404 -0.214
F -3.817 2.887 -0.686 0.103
C -2.240 0.439 0.175 -0.145
C -2.341 0.313 -1.201 -0.293
F -1.800 1.243 -1.996 0.048
C -2.998 -0.743 -1.804 -0.153
F -3.065 -0.846 -3.132 0.118
C -3.596 -1.704 -1.008 -0.147
F -4.233 -2.732 -1.571 0.121
C -3.538 -1.598 0.370 -0.146
F -4.122 -2.523 1.134 0.127
C -2.868 -0.528 0.938 -0.239
F -2.867 -0.456 2.275 0.090
```



# 4
Computed, not measured: a single CH3ClO molecule at a distorted geometry, with ωB97M-V/def2-TZVPD.

Computed properties:
highest occupied orbital energy	-0.3784	Ha
energy relative to the best compared isomer or geometry (same formula, charge and spin)	61.1	kcal/mol
total charge	0
max |F|	4.09	eV Å⁻¹
spin multiplicity	1

```
6
Properties=species:S:1:pos:R:3:lowdin_charge:R:1
C 0.442 -0.045 0.013 -0.242
O -0.805 -0.632 0.063 -0.603
Cl -2.317 0.301 0.191 0.571
H 1.041 -0.408 -0.850 0.083
H 1.031 -0.302 0.872 0.067
H 0.608 1.086 -0.288 0.124
```



# 5
Computed, not measured: a single C3H10N2 molecule, with ωB97M-V/def2-TZVPD.

Computed properties:
highest occupied orbital energy	-0.3224	Ha
energy relative to the best compared isomer or geometry (same formula, charge and spin)	14.6	kcal/mol
total charge	0
max |F|	0.87	eV Å⁻¹
spin multiplicity	1

```
15
Properties=species:S:1:pos:R:3:lowdin_charge:R:1
C 0.444 -1.429 -1.470 -0.142
N -0.461 -0.908 -0.462 -0.132
C -0.475 0.561 -0.314 -0.244
C 0.432 1.019 0.812 -0.289
N -0.324 1.051 2.063 -0.019
H 1.368 -1.779 -1.020 0.064
H 0.026 -2.274 -2.014 0.074
H 0.735 -0.660 -2.198 0.072
H -1.411 -1.215 -0.590 0.089
H -1.493 0.845 -0.061 0.109
H -0.230 1.035 -1.265 0.101
H 0.793 2.026 0.620 0.100
H 1.291 0.347 0.869 0.103
H -0.944 0.254 2.142 0.059
H 0.247 1.127 2.889 0.056
```



# 6
Computed, not measured: 2 unconnected molecules or ions with the total composition C3H7N2O at a distorted geometry, with ωB97M-V/def2-TZVPD.

Computed properties:
highest occupied orbital energy	-0.4899	Ha
energy relative to the best compared isomer or geometry (same formula, charge and spin)	17.1	kcal/mol
total charge	+1
max |F|	1.52	eV Å⁻¹
spin multiplicity	1

```
13
Properties=species:S:1:pos:R:3:lowdin_charge:R:1
C 0.237 -0.640 -0.945 -0.018
C 0.589 -0.756 0.367 -0.022
N 1.743 -1.481 0.383 0.097
C 2.220 -1.679 -0.832 -0.014
N 1.277 -1.158 -1.674 0.125
H -0.764 -0.370 -1.220 0.142
H -0.006 -0.491 1.225 0.144
H 2.181 -1.746 1.256 0.188
H 3.228 -2.094 -0.887 0.175
H 1.288 -1.312 -2.672 0.182
H -5.107 4.303 1.328 0.030
H -3.965 5.001 2.077 0.025
O -4.510 4.218 2.073 -0.055
```



# 7
Computed, not measured: 2 unconnected molecules or ions with the total composition C4H7N2 at a distorted geometry, with ωB97M-V/def2-TZVPD.

Computed properties:
highest occupied orbital energy	-0.5277	Ha
energy relative to the best compared isomer or geometry (same formula, charge and spin)	125.6	kcal/mol
total charge	+1
max |F|	5.22	eV Å⁻¹
spin multiplicity	1

```
13
Properties=species:S:1:pos:R:3:lowdin_charge:R:1
C -3.220 -1.266 0.261 0.179
C -2.739 -0.180 0.107 -0.112
C -2.022 1.001 -0.247 -0.169
C 0.357 0.540 0.351 0.397
N 3.637 -0.382 -0.026 0.018
N -0.712 0.865 0.094 0.182
H -3.815 -2.179 0.333 0.073
H -2.245 1.027 -1.228 0.122
H -2.491 1.870 0.247 0.178
H 1.329 0.464 0.605 0.067
H 3.448 -1.302 -0.128 -0.042
H 4.573 -0.404 0.556 0.100
H 3.902 -0.055 -0.924 0.005
```



# 8
Computed, not measured: a molecular structure, C17H15N7Zr, with ωB97M-V/def2-TZVPD.

Computed properties:
highest occupied orbital energy	-0.7552	Ha
total charge	+4
max |F|	0.59	eV Å⁻¹
spin multiplicity	1

```
40
Properties=species:S:1:pos:R:3:lowdin_charge:R:1
Zr -0.433 -1.283 0.571 2.081
N 2.938 -1.292 -2.259 0.202
C 1.998 -1.665 -1.452 -0.074
N 1.248 -0.787 -0.724 -0.073
C 1.529 0.596 -0.860 -0.251
N 0.848 1.443 -0.149 0.124
N 0.024 0.763 0.734 -0.179
C -0.441 1.436 1.752 0.069
C -1.156 0.703 2.775 -0.230
C -1.643 1.271 3.931 0.100
C -2.238 0.426 4.885 0.088
C -2.312 -0.932 4.638 0.055
C -1.797 -1.442 3.447 -0.041
N -1.225 -0.648 2.524 -0.092
C 2.576 1.021 -1.753 -0.081
C 2.914 2.369 -1.927 0.047
C 3.934 2.704 -2.800 0.027
C 4.629 1.719 -3.506 0.043
C 4.318 0.373 -3.349 0.058
C 3.295 0.053 -2.476 -0.136
H 3.457 -2.015 -2.758 0.210
H 1.816 -2.732 -1.355 0.163
H -0.215 2.500 1.824 0.183
H -1.561 2.337 4.107 0.161
H -2.626 0.843 5.808 0.161
H -2.751 -1.616 5.355 0.155
H -1.832 -2.512 3.256 0.141
H 2.384 3.139 -1.384 0.136
H 4.198 3.744 -2.938 0.144
H 5.424 2.003 -4.183 0.148
H 4.861 -0.392 -3.891 0.147
N -3.257 -2.487 -0.547 0.056
C -4.388 -1.888 -0.907 0.059
C -4.128 -0.526 -1.095 0.051
C -2.781 -0.395 -0.888 -0.099
N -2.210 -1.603 -0.535 -0.212
H -3.105 -3.485 -0.442 0.197
H -5.299 -2.465 -1.007 0.177
H -4.829 0.236 -1.398 0.151
H -2.164 0.490 -1.023 0.132
```



What did the seventh record say?
Computed, not measured: 2 unconnected molecules or ions with the total composition C4H7N2 at a distorted geometry, with ωB97M-V/def2-TZVPD.

Computed properties:
highest occupied orbital energy	-0.5277	Ha
energy relative to the best compared isomer or geometry (same formula, charge and spin)	125.6	kcal/mol
total charge	+1
max |F|	5.22	eV Å⁻¹
spin multiplicity	1

```
13
Properties=species:S:1:pos:R:3:lowdin_charge:R:1
C -3.220 -1.266 0.261 0.179
C -2.739 -0.180 0.107 -0.112
C -2.022 1.001 -0.247 -0.169
C 0.357 0.540 0.351 0.397
N 3.637 -0.382 -0.026 0.018
N -0.712 0.865 0.094 0.182
H -3.815 -2.179 0.333 0.073
H -2.245 1.027 -1.228 0.122
H -2.491 1.870 0.247 0.178
H 1.329 0.464 0.605 0.067
H 3.448 -1.302 -0.128 -0.042
H 4.573 -0.404 0.556 0.100
H 3.902 -0.055 -0.924 0.005
```